[1]
{"formula": "C29H26N5O2RuS6", "method": "ωB97M-V/def2-TZVPD", "orbital_gap_ev": [6.089, 5.614], "e_homo_ev": [-6.889, -6.931], "energy_ev": -109630.8955, "s2": 0.797, "multiplicity": 2, "charge": 0, "de_lowest_kj_mol": 383.0, "elements": ["Ru", "O", "C", "C", "C", "C", "C", "C", "C", "N", "C", "C", "N", "C", "C", "C", "C", "C", "C", "C", "O", "H", "H", "H", "H", "H", "H", "H", "H", "H", "H", "H", "H", "H", "H", "C", "N", "C", "C", "N", "C", "S", "C", "C", "C", "C", "C", "N", "H", "H", "H", "H", "H", "H", "H", "H", "H", "C", "S", "C", "C", "S", "S", "C", "S", "S", "H", "H", "H"], "positions_angstrom": [[0.04, -0.47, -0.90], [1.75, 0.19, -1.80], [2.15, -0.19, -2.95], [3.24, 0.51, -3.54], [3.74, 0.18, -4.77], [3.21, -0.89, -5.51], [2.17, -1.60, -4.97], [1.62, -1.29, -3.70], [0.55, -2.14, -3.27], [-0.13, -2.03, -2.18], [-1.21, -2.94, -1.86], [-2.30, -2.13, -1.14], [-1.55, -1.41, -0.11], [-1.78, -1.74, 1.08], [-0.85, -1.57, 2.20], [-1.39, -1.65, 3.41], [-0.73, -1.36, 4.68], [0.23, -0.46, 4.81], [0.75, 0.36, 3.65], [0.66, -1.65, 2.02], [2.32, -1.74, 0.24], [3.66, 1.33, -2.97], [4.56, 0.76, -5.18], [3.60, -1.14, -6.48], [1.74, -2.43, -5.52], [0.30, -2.97, -3.94], [-0.83, -3.70, -1.16], [-1.59, -3.44, -2.75], [-3.06, -2.78, -0.71], [-2.74, -1.42, -1.84], [-2.75, -2.20, 1.30], [-2.44, -1.93, 3.45], [-1.12, -1.83, 5.57], [0.70, -0.30, 5.78], [1.52, 1.05, 4.00], [-1.57, 3.63, 0.83], [-1.35, 2.64, 1.87], [-2.01, 2.59, 3.08], [-1.36, 1.68, 3.84], [-0.32, 1.17, 3.08], [-0.34, 1.75, 1.86], [0.71, 1.50, 0.55], [1.44, -0.68, 2.79], [2.76, -0.96, 3.10], [3.27, -2.24, 2.95], [2.38, -3.30, 2.63], [1.11, -3.05, 2.26], [1.18, -1.39, 0.40], [-2.55, 4.06, 0.97], [-1.50, 3.14, -0.14], [-0.80, 4.40, 0.89], [-2.86, 3.21, 3.28], [-1.56, 1.35, 4.84], [3.36, -0.19, 3.56], [4.30, -2.46, 3.18], [2.72, -4.33, 2.73], [0.41, -3.84, 2.04], [0.32, 3.82, -2.90], [-1.29, 3.90, -3.74], [-2.33, 3.11, -2.56], [-2.25, 1.82, -2.13], [-1.17, 0.59, -2.71], [-3.43, 1.39, -0.90], [-4.24, 2.91, -0.77], [-5.41, 3.23, 0.34], [-3.61, 4.09, -1.86], [1.04, 4.27, -3.59], [0.60, 2.79, -2.70], [0.31, 4.40, -1.97]], "lowdin_spin": [-0.021, 0.000, 0.000, 0.000, 0.000, 0.000, 0.000, 0.000, -0.001, 0.001, 0.000, 0.000, 0.005, 0.002, 0.007, 0.001, 0.026, 0.002, 0.021, 0.021, 0.089, 0.000, 0.000, 0.000, 0.000, 0.000, 0.000, 0.000, 0.000, 0.000, 0.001, 0.000, 0.001, 0.000, 0.001, 0.001, 0.001, 0.001, 0.000, 0.005, 0.002, 0.027, 0.222, -0.013, 0.265, 0.006, 0.154, 0.145, 0.000, 0.001, 0.000, 0.000, 0.000, -0.004, 0.015, -0.004, 0.008, 0.000, 0.000, 0.003, 0.001, 0.008, 0.000, 0.000, 0.000, 0.001, 0.000, 0.000, 0.000]}


[2]
{"formula": "C32H43Cl3N4OPdS", "method": "ωB97M-V/def2-TZVPD", "orbital_gap_ev": 3.003, "e_homo_ev": -17.401, "energy_ev": -93732.5869, "charge": 4, "de_lowest_kj_mol": 15.3, "elements": ["Pd", "C", "C", "C", "C", "C", "C", "C", "C", "C", "C", "C", "C", "H", "H", "H", "H", "H", "H", "H", "H", "H", "H", "H", "H", "H", "H", "H", "H", "H", "H", "N", "C", "C", "C", "C", "N", "H", "H", "H", "H", "H", "H", "H", "H", "H", "H", "H", "H", "Cl", "C", "C", "C", "C", "C", "C", "N", "C", "C", "N", "C", "O", "C", "C", "C", "Cl", "S", "C", "C", "C", "Cl", "C", "H", "H", "H", "H", "H", "H", "H", "H", "H", "H", "H", "H", "H"], "positions_angstrom": [[-2.00, 1.12, 2.01], [-0.90, -0.62, 4.68], [-1.08, 0.77, 4.12], [-2.28, 1.52, 4.47], [-3.28, 0.97, 5.45], [-2.49, 2.77, 3.90], [-3.75, 3.53, 4.21], [-1.52, 3.27, 2.98], [-1.68, 4.63, 2.36], [-0.28, 2.59, 2.74], [0.78, 3.23, 1.90], [-0.03, 1.38, 3.40], [1.33, 0.73, 3.28], [-0.44, -0.58, 5.67], [-0.27, -1.22, 4.04], [-1.85, -1.14, 4.80], [-4.23, 0.71, 4.97], [-3.51, 1.73, 6.19], [-2.92, 0.09, 5.98], [-3.60, 4.19, 5.07], [-4.57, 2.86, 4.47], [-4.09, 4.15, 3.39], [-1.69, 4.60, 1.27], [-0.83, 5.25, 2.63], [-2.58, 5.14, 2.69], [1.40, 3.89, 2.51], [0.37, 3.84, 1.10], [1.44, 2.48, 1.45], [1.50, 0.37, 2.26], [1.45, -0.10, 3.97], [2.10, 1.46, 3.52], [-3.18, 2.12, 0.57], [-3.62, 1.42, -0.68], [-4.98, 0.77, -0.52], [-5.12, -0.11, 0.73], [-3.96, -1.10, 0.91], [-3.08, -0.68, 2.04], [-4.01, 2.45, 1.07], [-2.67, 2.96, 0.31], [-2.85, 0.69, -0.92], [-3.65, 2.15, -1.50], [-5.16, 0.17, -1.41], [-5.76, 1.53, -0.50], [-6.06, -0.65, 0.67], [-5.20, 0.51, 1.63], [-3.34, -1.16, 0.02], [-4.33, -2.10, 1.12], [-2.42, -1.43, 2.23], [-3.66, -0.61, 2.88], [5.92, 0.42, -6.86], [4.93, -0.48, -5.83], [4.63, 0.04, -4.53], [3.78, -0.63, -3.68], [3.25, -1.86, -4.03], [2.31, -2.57, -3.08], [0.87, -1.98, -3.00], [0.63, -0.93, -2.04], [0.72, 0.43, -2.27], [0.20, 1.03, -1.16], [-0.23, 0.08, -0.26], [0.05, -1.08, -0.82], [2.86, -2.61, -1.78], [4.25, -2.93, -1.68], [4.75, -3.71, -2.86], [5.77, -3.23, -3.78], [6.67, -1.87, -3.61], [6.17, -4.40, -5.00], [4.99, -5.44, -4.38], [4.33, -4.97, -3.24], [3.58, -2.38, -5.34], [2.89, -3.83, -5.86], [4.40, -1.68, -6.23], [5.05, 1.01, -4.26], [3.54, -0.20, -2.71], [2.16, -3.59, -3.44], [0.20, -2.81, -2.77], [0.59, -1.62, -3.99], [1.09, 0.84, -3.19], [0.10, 2.08, -0.97], [-0.15, -2.05, -0.40], [4.37, -3.53, -0.78], [4.83, -2.01, -1.56], [4.85, -6.42, -4.83], [3.59, -5.56, -2.71], [4.60, -2.08, -7.22]], "mulliken_charge": [0.653, -2.800, -0.005, 1.425, -2.000, 1.482, -2.256, 0.321, -1.639, 0.841, -2.479, 1.790, -2.188, 0.413, 0.605, 0.610, 0.405, 0.486, 0.419, 0.362, 0.528, 0.544, 0.275, 0.402, 0.470, 0.402, 0.528, 0.502, 0.271, 0.523, 0.461, -0.224, -0.278, -1.032, -0.604, -0.672, -0.330, 0.292, 0.259, -0.022, 0.472, 0.385, 0.370, 0.394, 0.335, 0.369, 0.423, 0.302, 0.251, -0.041, 0.425, -1.444, -0.324, 0.177, -0.182, -1.658, 0.391, -0.846, -0.848, 0.143, -0.416, -0.392, -0.777, 0.214, 0.795, 0.121, 0.068, -0.577, -0.403, 1.133, 0.051, -0.648, 0.475, 0.752, 0.644, 0.526, 0.488, 0.619, 0.586, 0.490, 0.494, 0.317, 0.511, 0.553, 0.548]}


[3]
{"formula": "C7H11N", "method": "ωB97M-V/def2-TZVPD", "orbital_gap_ev": 9.812, "e_homo_ev": -8.795, "energy_ev": -8922.5189, "charge": 0, "de_lowest_kj_mol": 502.7, "smiles": "N[C@H]1C[C@@H]2[C@@H]3[C@H](C1)[C@H]23", "elements": ["C", "C", "C", "C", "C", "C", "C", "H", "H", "H", "H", "H", "H", "H", "H", "H", "H", "H", "N"], "positions_angstrom": [[1.19, -0.88, 0.36], [-0.28, -1.25, 0.25], [-1.13, -0.62, -0.76], [-0.75, 0.87, -0.79], [0.11, 1.67, 0.04], [1.27, 0.71, 0.20], [0.70, 1.10, -1.17], [1.86, -1.16, 1.15], [1.64, -1.17, -0.66], [-0.20, -2.34, -0.05], [-1.06, -0.91, -1.77], [-2.17, -0.93, -0.38], [-1.34, 1.76, -1.28], [-0.64, -0.39, 2.38], [-0.26, 2.80, 0.39], [2.26, 1.21, 0.49], [1.19, 1.75, -1.91], [-1.89, -1.16, 1.36], [-0.86, -1.30, 1.64]], "nbo_charge": [-0.398, -0.065, -0.413, -0.222, -0.214, -0.214, -0.292, 0.230, 0.207, 0.193, 0.228, 0.196, 0.217, 0.360, 0.235, 0.217, 0.227, 0.341, -0.833]}